1.
Density functional theory data (ωB97M-V with the def2-TZVPD basis set) for a molecular structure, C40H36ClCoI2N3P.

Structure (ORCA input):
```
! RIJCOSX wB97M-V def2-TZVPD def2/J DEFGRID3
* xyz 2 1
Co -0.399 -1.384 -1.312
C -0.088 5.076 -3.073
C 0.871 4.994 -1.916
C 1.648 6.084 -1.544
C 2.520 6.022 -0.468
C 2.626 4.851 0.267
C 1.867 3.747 -0.087
C 1.004 3.818 -1.176
N 0.170 2.713 -1.531
C 0.451 1.399 -1.413
N 1.746 1.056 -1.363
C 2.284 -0.241 -1.370
C 1.480 -1.361 -1.281
C 2.060 -2.624 -1.333
C 3.433 -2.763 -1.447
C 4.230 -1.628 -1.521
C 3.677 -0.359 -1.503
C 4.541 0.866 -1.647
N -0.523 0.501 -1.392
C -1.871 1.005 -1.466
C -2.550 0.920 -2.678
C -3.858 1.358 -2.784
C -4.493 1.883 -1.666
C -3.812 1.976 -0.463
C -2.493 1.546 -0.334
C -1.763 1.713 0.969
H 0.018 6.028 -3.586
H -1.126 5.001 -2.735
H 0.087 4.278 -3.797
H 1.566 7.001 -2.114
H 3.100 6.891 -0.189
H 3.282 4.801 1.125
H 1.908 2.848 0.517
H -0.768 2.935 -1.829
H 2.403 1.816 -1.466
H 1.441 -3.514 -1.315
H 3.874 -3.750 -1.490
H 5.303 -1.734 -1.613
H 5.582 0.580 -1.769
H 4.478 1.515 -0.769
H 4.261 1.449 -2.529
H -2.037 0.519 -3.544
H -4.371 1.306 -3.735
H -5.514 2.235 -1.738
H -4.309 2.391 0.406
H -2.466 1.752 1.800
H -1.196 2.649 0.975
H -1.062 0.902 1.147
Cl -2.693 -2.035 -1.191
C -3.126 -1.646 0.470
C -4.440 -1.355 0.764
C -4.749 -0.994 2.069
C -3.751 -0.924 3.030
C -2.435 -1.222 2.704
C -2.104 -1.607 1.408
P -0.405 -1.987 0.858
C 0.638 -1.334 2.164
C 1.263 -0.098 2.012
C 1.926 0.479 3.083
C 1.966 -0.176 4.306
C 1.368 -1.422 4.453
C 0.708 -2.008 3.385
C -0.271 -3.786 0.964
C -1.402 -4.601 0.914
C -1.263 -5.978 0.993
C 0.000 -6.546 1.098
C 1.130 -5.738 1.133
C 0.999 -4.361 1.074
H -5.201 -1.401 -0.003
H -5.771 -0.751 2.324
H -3.996 -0.632 4.042
H -1.665 -1.140 3.459
H 1.231 0.407 1.054
H 2.408 1.441 2.970
H 2.463 0.286 5.148
H 1.410 -1.936 5.404
H 0.243 -2.978 3.506
H -2.392 -4.172 0.833
H -2.143 -6.606 0.970
H 0.101 -7.621 1.162
H 2.115 -6.181 1.198
H 1.877 -3.730 1.124
I -0.426 -2.074 -3.974
I -0.820 -4.637 -3.130
*
```

For the max |F|, the calculation gives 0.77 eV Å⁻¹. The total energy comes out at -122162.2342 eV. As for the HOMO energy (spin up / spin down): -13.273 / -13.271 eV. As for the energy above the lowest of the compared OMol25 structures with the same formula, charge and spin: 0.000 eV.

---

2.
Density functional theory data (ωB97M-V with the def2-TZVPD basis set) for 4 unconnected molecules or ions with the total composition C20H24N4O3.

Structure (ORCA input):
```
! RIJCOSX wB97M-V def2-TZVPD def2/J DEFGRID3
* xyz 0 1
C -0.513 -2.344 -0.344
N 0.328 -1.232 -0.798
C 0.377 -0.141 0.144
C 1.402 0.904 -0.276
C 2.817 0.338 -0.177
O 3.495 1.073 -1.238
C 2.554 0.996 -2.225
O 2.752 0.762 -3.376
O 1.332 1.249 -1.673
H -0.894 -2.870 -1.221
H -1.365 -1.993 0.250
H 0.117 -3.028 0.226
H 0.049 -0.907 -1.714
H 0.710 -0.518 1.122
H -0.602 0.335 0.326
H 1.275 1.815 0.317
H 2.780 -0.702 -0.521
H 3.318 0.429 0.783
C -1.130 6.390 0.454
C 0.011 5.960 -0.204
C 0.605 4.778 0.211
N 0.141 4.032 1.211
C -0.956 4.458 1.834
C -1.626 5.624 1.496
H -1.624 7.307 0.160
H 0.433 6.525 -1.023
H 1.497 4.406 -0.283
H -1.313 3.831 2.644
H -2.514 5.920 2.037
C -4.893 -0.217 -3.529
C -3.688 0.395 -3.227
C -2.968 -0.070 -2.137
N -3.370 -1.074 -1.360
C -4.532 -1.650 -1.662
C -5.327 -1.263 -2.730
H -5.485 0.116 -4.372
H -3.310 1.216 -3.821
H -2.019 0.386 -1.870
H -4.837 -2.463 -1.013
H -6.261 -1.770 -2.928
C 3.896 -4.892 3.284
C 3.690 -3.560 3.608
C 2.653 -2.884 2.983
N 1.843 -3.441 2.085
C 2.055 -4.719 1.784
C 3.061 -5.486 2.353
H 4.694 -5.455 3.750
H 4.317 -3.054 4.329
H 2.459 -1.841 3.213
H 1.383 -5.148 1.048
H 3.184 -6.522 2.070
*
```

For the max |F|, the calculation gives 0.83 eV Å⁻¹. The total energy comes out at -33231.2636 eV. As for the SMILES: CNC[C@H]1COC(=O)O1.c1ccncc1.c1ccncc1.c1ccncc1. As for the HOMO energy: -8.506 eV. As for the energy above the lowest of the compared OMol25 structures with the same formula, charge and spin: 4.281 eV.

---

3.
Density functional theory data (ωB97M-V with the def2-TZVPD basis set) for a molecular structure, C7H8BrNO at a distorted geometry.

Structure (ORCA input):
```
! RIJCOSX wB97M-V def2-TZVPD def2/J DEFGRID3
* xyz 0 1
C 2.213 -1.566 1.278
C 1.178 -0.605 1.279
C 2.042 -2.167 0.073
C 0.490 -0.618 0.110
C -1.046 1.287 0.623
C -1.689 2.384 -0.163
C -0.597 0.145 -0.237
N 1.025 -1.529 -0.609
O -0.765 1.344 1.790
Br -2.641 -1.457 -0.135
H 2.693 -1.729 2.211
H 0.841 0.120 2.026
H 2.684 -2.937 -0.256
H -2.657 2.073 -0.656
H -1.011 2.737 -0.871
H -2.059 3.113 0.505
H -0.792 0.287 -1.309
H 0.554 -1.783 -1.503
*
```

For the max |F|, the calculation gives 6.86 eV Å⁻¹. The total energy comes out at -80966.8046 eV. As for the HOMO energy: -8.630 eV. As for the energy above the lowest of the compared OMol25 structures with the same formula, charge and spin: 1.367 eV.

---

4.
Density functional theory data (ωB97M-V with the def2-TZVPD basis set) for a molecular structure, C56H71AsHfN3P2SbSe3.

Structure (ORCA input):
```
! RIJCOSX wB97M-V def2-TZVPD def2/J DEFGRID3
* xyz 2 1
Hf 0.159 -0.404 -0.978
Se 0.654 4.596 3.198
P 0.214 2.774 4.141
C -1.384 2.750 4.991
C -2.394 3.568 4.485
C -3.637 3.608 5.095
C -3.875 2.839 6.228
C -2.865 2.044 6.753
C -1.617 2.001 6.143
C 1.442 2.147 5.301
C 2.354 3.058 5.824
C 3.257 2.653 6.799
C 3.250 1.343 7.250
C 2.340 0.429 6.731
C 1.437 0.827 5.761
C 0.131 1.464 2.855
C -0.620 1.315 1.705
N -0.054 0.281 1.037
N 0.995 -0.173 1.718
N 1.115 0.516 2.813
P -2.057 1.984 0.873
Se -2.053 1.093 -1.160
C -1.999 3.752 0.697
C -2.946 4.576 1.303
C -2.829 5.953 1.181
C -1.774 6.499 0.466
C -0.833 5.675 -0.144
C -0.945 4.303 -0.035
C -3.518 1.441 1.735
C -4.771 1.791 1.220
C -5.917 1.352 1.859
C -5.816 0.560 2.999
C -4.573 0.203 3.502
C -3.418 0.642 2.872
H -2.173 4.215 3.646
H -4.413 4.256 4.705
H -4.839 2.880 6.719
H -3.040 1.469 7.654
H -0.833 1.396 6.577
H 2.358 4.078 5.460
H 3.966 3.363 7.204
H 3.954 1.029 8.011
H 2.339 -0.594 7.083
H 0.737 0.108 5.359
H -3.766 4.152 1.867
H -3.560 6.598 1.649
H -1.682 7.574 0.381
H -0.014 6.109 -0.703
H -0.212 3.661 -0.509
H -4.851 2.396 0.323
H -6.889 1.621 1.467
H -6.715 0.219 3.496
H -4.501 -0.407 4.393
H -2.450 0.380 3.280
C -2.240 -2.891 -8.593
C -1.718 -2.664 -7.197
C -2.191 -1.620 -6.414
C -1.733 -1.392 -5.118
C -2.320 -0.267 -4.318
C -0.755 -2.256 -4.630
Se -0.028 -2.044 -2.870
C -0.250 -3.333 -5.369
C 0.783 -4.293 -4.837
C -0.753 -3.509 -6.653
H -2.926 -2.102 -8.898
H -2.772 -3.842 -8.656
H -1.422 -2.929 -9.313
H -2.955 -0.961 -6.814
H -3.191 0.147 -4.823
H -1.600 0.544 -4.176
H -2.638 -0.620 -3.338
H 1.644 -3.776 -4.410
H 1.143 -4.938 -5.636
H 0.361 -4.930 -4.055
H -0.374 -4.332 -7.250
C 2.621 2.848 0.100
C 3.752 1.844 -0.124
C 4.106 1.150 1.191
C 5.000 2.542 -0.665
Sb 2.927 0.343 -1.508
C 2.681 1.255 -3.487
C 1.258 1.814 -3.461
C 3.668 2.382 -3.758
C 2.808 0.190 -4.570
C 4.250 -1.402 -1.473
C 3.930 -2.131 -0.167
C 3.969 -2.323 -2.652
C 5.701 -0.930 -1.501
H 2.953 3.613 0.810
H 1.735 2.383 0.544
H 2.331 3.360 -0.821
H 4.356 1.926 1.924
H 4.984 0.513 1.091
H 3.292 0.564 1.607
H 5.401 3.168 0.141
H 4.795 3.196 -1.505
H 5.787 1.848 -0.952
H 1.133 2.610 -2.723
H 0.509 1.035 -3.270
H 1.003 2.230 -4.442
H 3.510 3.237 -3.101
H 3.516 2.733 -4.785
H 4.707 2.062 -3.675
H 2.163 -0.674 -4.399
H 3.836 -0.155 -4.677
H 2.517 0.638 -5.527
H 2.905 -2.511 -0.163
H 4.064 -1.512 0.718
H 4.599 -2.994 -0.074
H 2.922 -2.633 -2.702
H 4.578 -3.225 -2.521
H 4.246 -1.882 -3.606
H 5.971 -0.356 -0.617
H 5.929 -0.335 -2.389
H 6.351 -1.812 -1.525
C 0.009 -3.070 2.275
As -0.177 -2.832 0.371
C 0.445 -4.532 -0.290
C -2.160 -2.834 0.213
C -2.742 -4.208 0.076
C -3.065 -4.962 1.200
C -3.565 -6.251 1.065
C -3.748 -6.797 -0.198
C -3.434 -6.048 -1.325
C -2.932 -4.762 -1.190
H -0.531 -3.980 2.531
H -0.401 -2.218 2.812
H 1.062 -3.177 2.527
H -0.409 -5.205 -0.355
H 1.167 -4.914 0.428
H 0.908 -4.425 -1.267
H -2.432 -2.218 -0.640
H -2.507 -2.333 1.118
H -2.945 -4.533 2.190
H -3.821 -6.825 1.946
H -4.144 -7.799 -0.303
H -3.587 -6.465 -2.312
H -2.689 -4.178 -2.073
*
```

For the max |F|, the calculation gives 0.96 eV Å⁻¹. The total energy comes out at -346983.9145 eV. As for the HOMO energy: -12.139 eV. As for the energy above the lowest of the compared OMol25 structures with the same formula, charge and spin: 0.065 eV.

---

5.
Density functional theory data (ωB97M-V with the def2-TZVPD basis set) for a molecular structure, C2CsF6NO4S2 at a distorted geometry.

Structure (ORCA input):
```
! RIJCOSX wB97M-V def2-TZVPD def2/J DEFGRID3
* xyz 0 1
Cs -11.191 -5.262 13.532
C -11.979 -5.625 8.523
F -13.027 -5.603 7.738
F -12.072 -6.692 9.319
F -10.876 -5.730 7.824
S -11.913 -4.039 9.554
O -11.314 -4.402 10.818
O -11.170 -3.126 8.740
N -13.538 -3.748 9.841
S -13.790 -2.255 9.477
O -12.932 -1.263 10.134
O -14.133 -1.996 8.109
C -15.402 -1.951 10.441
F -16.384 -2.784 10.087
F -15.184 -2.081 11.754
F -15.797 -0.708 10.196
*
```

For the max |F|, the calculation gives 4.36 eV Å⁻¹. The total energy comes out at -50276.2721 eV. As for the HOMO energy: -9.147 eV. As for the energy above the lowest of the compared OMol25 structures with the same formula, charge and spin: 1.009 eV.

---

6.
Density functional theory data (ωB97M-V with the def2-TZVPD basis set) for a molecular structure, C23H43AgF6NO7 at a distorted geometry.

Structure (ORCA input):
```
! RIJCOSX wB97M-V def2-TZVPD def2/J DEFGRID3
* xyz -1 1
Ag -0.877 0.477 -1.733
C -1.410 -1.725 -6.090
O -0.142 -1.217 -5.670
O -2.239 -1.541 -5.010
C -1.916 -1.145 -7.514
F -1.089 -1.457 -8.433
F -3.193 -1.452 -7.841
F -1.980 0.181 -7.468
C 0.996 -1.659 -6.436
C 2.225 -1.073 -5.725
H 3.052 -1.195 -6.425
H 2.252 0.005 -5.566
H 2.524 -1.560 -4.797
H 1.117 -1.260 -7.444
H 1.205 -2.729 -6.444
H -1.330 -2.808 -6.174
C -4.998 2.786 1.292
O -3.646 3.235 1.181
O -5.149 1.755 0.385
C -5.402 2.494 2.770
F -4.792 3.384 3.611
F -6.694 2.810 2.928
F -5.185 1.275 3.189
C -3.331 4.625 1.436
C -1.851 4.715 1.903
H -1.257 4.138 1.195
H -1.591 5.774 1.912
H -1.746 4.350 2.925
H -3.955 5.058 2.218
H -3.421 5.207 0.518
H -5.659 3.624 1.070
C -1.238 -4.225 4.888
C -0.057 -3.505 4.261
C 1.278 -4.085 4.900
C 1.703 -5.406 4.313
C 1.926 -5.332 2.805
C 0.600 -4.803 2.085
N 0.024 -3.611 2.831
O -1.103 -2.994 2.232
C 1.050 -4.163 0.749
C -0.418 -5.970 1.885
C -0.012 -2.012 4.619
H -1.492 -5.111 4.306
H -2.115 -3.578 4.880
H -0.983 -4.578 5.888
H 2.127 -3.420 4.747
H 1.151 -4.331 5.955
H 1.014 -6.214 4.559
H 2.622 -5.822 4.727
H 2.184 -6.339 2.476
H 2.841 -4.815 2.517
H 1.926 -3.531 0.895
H 1.226 -4.997 0.070
H 0.321 -3.546 0.223
H 0.060 -6.778 1.331
H -0.713 -6.401 2.842
H -1.271 -5.589 1.323
H -1.005 -1.563 4.643
H 0.588 -1.404 3.942
H 0.376 -1.868 5.628
H -1.819 -3.624 2.345
C 0.917 7.407 -3.209
C -0.034 6.300 -3.629
O 0.106 5.088 -3.346
C -1.095 6.881 -4.638
H 0.939 8.354 -3.748
H 1.960 7.130 -3.365
H 0.806 7.587 -2.140
H -0.884 7.834 -5.123
H -2.015 7.112 -4.101
H -1.342 6.083 -5.339
C 5.048 3.476 0.300
C 4.467 2.146 0.693
O 3.708 1.543 -0.036
C 5.050 1.629 1.930
H 6.031 3.365 -0.158
H 5.061 4.200 1.115
H 4.401 3.858 -0.489
H 4.817 2.293 2.763
H 6.132 1.615 1.800
H 4.618 0.642 2.093
*
```

For the max |F|, the calculation gives 4.91 eV Å⁻¹. The total energy comes out at -60667.8367 eV. As for the HOMO energy: -3.762 eV.

---

7.
Density functional theory data (ωB97M-V with the def2-TZVPD basis set) for a molecular structure, C2H4P2 at a distorted geometry.

Structure (ORCA input):
```
! RIJCOSX wB97M-V def2-TZVPD def2/J DEFGRID3
* xyz 0 1
C -0.550 0.824 -0.210
C 0.509 -1.059 -0.343
P -1.878 -0.122 -0.161
P 1.746 -0.017 -0.095
H -2.129 -1.344 0.421
H -2.887 0.799 0.487
H 2.165 1.313 -0.497
H 3.025 -0.395 0.397
*
```

For the max |F|, the calculation gives 3.69 eV Å⁻¹. The total energy comes out at -20706.5740 eV. As for the HOMO energy: -8.941 eV. As for the energy above the lowest of the compared OMol25 structures with the same formula, charge and spin: 8.226 eV.

---

8.
Density functional theory data (ωB97M-V with the def2-TZVPD basis set) for a molecular structure, C11H25BInO3Rb at a distorted geometry.

Structure (ORCA input):
```
! RIJCOSX wB97M-V def2-TZVPD def2/J DEFGRID3
* xyz 0 1
C 2.936 -2.180 1.168
C 1.850 -2.227 0.380
C 1.767 -3.024 -0.885
In 0.478 -1.995 -2.398
C -1.698 -2.269 -1.859
C -1.972 -1.852 -0.410
C -2.416 -0.414 -0.338
C -2.414 0.133 1.176
C -1.521 1.484 1.421
C -0.202 1.109 2.060
C 0.818 2.236 2.026
O 0.675 3.054 0.887
C 1.904 3.351 0.253
B 0.867 0.291 -2.269
O 1.183 1.097 -3.338
O 0.719 0.913 -1.014
H 3.737 -2.893 1.050
H 3.007 -1.425 1.938
H 1.009 -1.615 0.686
H 2.767 -3.126 -1.292
H 1.415 -4.036 -0.685
H 0.805 -2.521 -4.065
H -2.242 -1.587 -2.513
H -2.003 -3.290 -2.042
H -2.785 -2.463 -0.014
H -1.100 -2.010 0.220
H -1.849 0.214 -1.050
H -3.470 -0.416 -0.696
H -2.061 -0.664 1.816
H -3.472 0.339 1.474
H -1.373 2.054 0.487
H -2.108 2.114 2.126
H -0.395 0.871 3.103
H 0.173 0.206 1.591
H 1.811 1.789 2.032
H 0.753 2.828 2.939
H 2.435 2.433 0.008
H 1.674 3.846 -0.681
H 2.541 3.973 0.877
H 0.838 1.991 -3.228
H 0.316 1.788 -1.076
Rb -3.397 1.891 0.138
*
```

For the max |F|, the calculation gives 10.03 eV Å⁻¹. The total energy comes out at -24454.5506 eV. As for the HOMO energy: -6.668 eV.